(1)
C32H92N4O36S8 | ωB97M-V/def2-TZVPD

Positions of all 172 atoms, in Å:
C: -0.72 0.30 -4.53
O: -0.61 0.49 -3.17
H: -1.70 0.70 -4.82
H: -0.01 0.87 -5.13
H: -0.64 -0.75 -4.80
H: -0.60 1.45 -3.11
C: 2.86 0.50 3.89
O: 1.47 0.11 3.80
H: 2.89 1.58 3.77
H: 3.28 0.21 4.85
H: 3.53 -0.01 3.19
H: 1.47 -0.84 4.01
C: -0.35 4.52 -2.76
O: -1.17 3.57 -3.33
H: -0.34 5.47 -3.29
H: -0.73 4.79 -1.77
H: 0.66 4.15 -2.57
H: -1.35 3.84 -4.24
C: -3.77 5.35 1.17
O: -2.38 5.15 0.80
H: -4.31 5.91 0.41
H: -4.25 4.41 1.41
H: -3.88 6.03 2.02
H: -1.94 4.57 1.43
O: 5.74 -0.18 -4.88
S: 4.75 0.28 -5.84
O: 4.17 -0.63 -6.78
O: 3.53 1.01 -4.97
C: 3.94 1.71 -3.81
C: 3.04 2.91 -3.76
C: 5.37 1.75 -6.78
H: 5.00 1.94 -3.81
H: 3.72 1.06 -2.96
H: 3.28 3.63 -4.55
H: 3.16 3.38 -2.78
H: 1.99 2.72 -3.94
H: 6.37 1.49 -7.13
H: 5.43 2.65 -6.18
H: 4.79 1.81 -7.71
O: 1.22 -2.48 4.78
S: 0.16 -3.36 4.29
O: 0.12 -4.79 4.69
O: -1.36 -2.73 4.59
C: -1.46 -1.35 4.79
C: -1.25 -1.04 6.26
C: 0.17 -3.20 2.46
H: -2.45 -1.00 4.52
H: -0.79 -0.78 4.14
H: -2.06 -1.36 6.91
H: -1.21 0.05 6.37
H: -0.34 -1.41 6.74
H: 0.41 -2.18 2.14
H: -0.75 -3.57 2.01
H: 0.96 -3.90 2.17
O: -7.33 4.13 -6.07
S: -5.92 4.13 -5.67
O: -5.31 5.29 -4.98
O: -5.63 2.72 -4.81
C: -4.48 2.70 -3.98
C: -4.48 1.52 -3.06
C: -4.94 3.82 -7.15
H: -4.42 3.60 -3.37
H: -3.63 2.63 -4.66
H: -4.54 0.59 -3.62
H: -5.35 1.66 -2.42
H: -3.59 1.41 -2.43
H: -5.31 2.92 -7.64
H: -3.97 3.51 -6.76
H: -4.96 4.70 -7.79
O: -1.36 0.15 1.59
S: -0.97 1.46 1.07
O: -1.11 2.60 2.01
O: 0.59 1.39 0.60
C: 1.03 0.19 0.02
C: 2.56 0.18 -0.11
C: -1.81 1.70 -0.56
H: 0.58 0.14 -0.98
H: 0.58 -0.69 0.49
H: 2.95 -0.59 -0.76
H: 3.06 0.19 0.86
H: 2.87 1.10 -0.60
H: -1.42 2.63 -0.98
H: -2.87 1.92 -0.40
H: -1.64 0.88 -1.26
O: -3.02 1.56 8.52
S: -3.71 2.31 7.49
O: -3.39 3.72 7.30
O: -3.50 1.53 6.05
C: -3.71 2.27 4.86
C: -4.94 1.81 4.17
C: -5.57 2.15 7.77
H: -2.83 2.33 4.22
H: -3.88 3.32 5.10
H: -5.86 1.71 4.76
H: -4.85 0.84 3.66
H: -5.26 2.57 3.46
H: -6.21 2.89 7.30
H: -5.73 2.33 8.83
H: -5.88 1.12 7.61
O: -1.77 -5.15 -1.92
S: -1.25 -4.26 -0.90
O: -2.21 -3.67 0.00
O: -0.04 -5.06 -0.04
C: 0.75 -5.98 -0.76
C: 1.67 -6.85 0.14
C: -0.23 -2.87 -1.71
H: 1.36 -5.53 -1.54
H: 0.16 -6.70 -1.32
H: 2.11 -7.69 -0.39
H: 1.12 -7.12 1.05
H: 2.42 -6.11 0.41
H: -0.91 -2.04 -1.86
H: 0.27 -3.22 -2.61
H: 0.56 -2.57 -1.02
O: 2.58 -2.87 0.47
S: 3.68 -3.18 1.35
O: 3.42 -3.37 2.79
O: 4.49 -4.48 0.88
C: 5.36 -5.23 1.73
C: 6.34 -6.03 0.89
C: 5.04 -1.96 1.01
H: 4.77 -5.90 2.35
H: 5.83 -4.51 2.40
H: 7.04 -6.57 1.52
H: 6.89 -5.35 0.24
H: 5.95 -6.76 0.18
H: 5.69 -2.35 0.23
H: 5.66 -1.90 1.90
H: 4.50 -1.02 0.86
O: 2.81 -6.75 -4.03
S: 4.06 -5.98 -4.13
O: 4.88 -5.95 -5.36
O: 3.75 -4.37 -3.72
C: 4.79 -3.44 -3.81
C: 4.72 -2.29 -2.78
C: 5.10 -6.49 -2.67
H: 4.75 -3.06 -4.83
H: 5.76 -3.93 -3.76
H: 4.41 -2.69 -1.82
H: 4.03 -1.51 -3.09
H: 5.68 -1.78 -2.66
H: 5.26 -5.61 -2.05
H: 6.05 -6.87 -3.05
H: 4.51 -7.22 -2.12
C: 3.28 5.00 1.32
N: 2.59 4.94 -0.01
O: 2.56 5.93 -0.69
O: 2.03 3.89 -0.28
H: 2.59 4.64 2.07
H: 3.62 6.03 1.46
H: 4.12 4.33 1.15
C: -7.17 1.82 0.52
N: -5.77 2.17 0.51
O: -4.99 1.42 1.07
O: -5.44 3.17 -0.10
H: -7.67 1.92 -0.44
H: -7.57 2.55 1.22
H: -7.30 0.82 0.94
C: -4.29 -1.34 0.23
N: -5.79 -1.29 0.33
O: -6.47 -0.92 -0.62
O: -6.22 -1.44 1.44
H: -4.07 -2.36 -0.06
H: -3.86 -1.14 1.21
H: -3.94 -0.64 -0.53
C: 0.24 2.94 4.72
N: 1.00 2.40 5.95
O: 2.17 2.61 6.08
O: 0.35 1.79 6.75
H: -0.64 2.33 4.55
H: 0.92 2.87 3.87
H: 0.02 3.97 5.00

Kohn-Sham gap in eV: 9.8
Electronic energy in Ha: -7386.9382
2S+1: 1
Total charge: 0

***

(2)
C32H96N3O26V | ωB97M-V/def2-TZVPD

Positions of all 158 atoms, in Å:
V: -1.91 0.43 0.26
O: -0.35 -0.44 -0.13
H: 0.17 0.11 -0.70
O: -1.33 1.70 1.69
H: -0.47 1.35 2.01
O: -3.08 -0.62 -0.86
H: -3.08 -1.58 -0.66
C: 3.66 -4.03 1.16
C: 3.46 -5.35 0.42
O: 3.84 -5.20 -0.94
O: 4.84 -3.49 0.68
H: 3.55 -4.11 2.26
H: 2.80 -3.36 0.90
H: 2.32 -5.54 0.49
H: 4.05 -6.18 0.82
H: 4.69 -4.74 -0.92
H: 4.85 -2.49 0.93
C: -2.89 -2.32 -4.25
C: -4.30 -2.79 -4.54
O: -4.89 -3.16 -3.31
O: -2.10 -3.34 -3.61
H: -3.11 -1.53 -3.52
H: -2.38 -2.05 -5.18
H: -4.35 -3.59 -5.31
H: -4.77 -1.90 -4.96
H: -4.11 -3.45 -2.83
H: -1.99 -3.07 -2.68
C: -7.36 1.26 -1.56
C: -6.30 0.46 -2.30
O: -5.03 0.78 -1.78
O: -7.28 1.27 -0.16
H: -8.36 0.96 -1.93
H: -7.19 2.29 -1.91
H: -6.27 0.77 -3.34
H: -6.31 -0.61 -2.36
H: -4.44 0.00 -1.74
H: -7.36 0.35 0.17
C: -2.13 1.20 6.34
C: -1.98 1.88 5.00
O: -2.32 0.99 3.99
O: -1.78 2.01 7.48
H: -1.50 0.26 6.33
H: -3.13 0.94 6.57
H: -0.91 2.13 4.88
H: -2.64 2.79 4.95
H: -2.00 1.31 3.08
H: -0.96 2.41 7.25
C: 2.85 2.78 -5.05
C: 3.62 2.91 -3.71
O: 2.70 2.74 -2.64
O: 2.30 1.49 -5.19
H: 3.40 2.97 -5.96
H: 2.02 3.44 -4.93
H: 3.91 3.97 -3.59
H: 4.44 2.18 -3.68
H: 2.88 1.80 -2.42
H: 2.98 0.86 -5.35
C: 2.98 -1.07 -2.51
C: 2.39 -1.88 -3.60
O: 2.52 -1.09 -4.79
O: 2.32 0.20 -2.40
H: 4.04 -0.91 -2.65
H: 2.86 -1.62 -1.56
H: 1.39 -2.15 -3.34
H: 2.96 -2.81 -3.76
H: 1.71 -1.26 -5.30
H: 2.16 0.41 -3.38
C: -3.83 -2.04 3.37
C: -3.15 -2.03 2.04
O: -2.18 -0.98 1.85
O: -2.91 -1.84 4.45
H: -4.49 -2.86 3.67
H: -4.51 -1.19 3.36
H: -3.79 -1.93 1.16
H: -2.59 -2.97 1.91
H: -1.37 -1.25 2.38
H: -2.77 -0.90 4.61
C: 1.81 4.84 -0.40
C: 1.03 3.71 0.28
O: -0.35 3.83 0.16
O: 3.16 4.47 -0.54
H: 1.71 5.67 0.31
H: 1.23 5.04 -1.31
H: 1.31 3.52 1.34
H: 1.36 2.78 -0.26
H: -0.76 3.31 0.85
H: 3.13 3.76 -1.20
C: -4.43 2.41 1.52
C: -4.65 3.71 0.83
O: -3.52 4.04 0.02
O: -4.15 1.30 0.70
H: -5.31 2.15 2.09
H: -3.53 2.46 2.16
H: -4.85 4.49 1.61
H: -5.52 3.53 0.13
H: -2.77 4.47 0.44
H: -4.73 1.12 -0.07
C: 0.45 -4.83 -1.82
C: 0.13 -3.83 -0.73
O: -0.94 -3.04 -1.10
O: 0.61 -4.12 -3.10
H: -0.28 -5.64 -1.89
H: 1.36 -5.39 -1.68
H: 1.09 -3.20 -0.65
H: -0.03 -4.27 0.23
H: -0.80 -2.15 -0.75
H: -0.27 -3.86 -3.40
C: 1.52 -0.33 4.67
C: 1.41 -1.53 3.75
C: 2.03 -2.73 4.42
O: 3.45 -2.47 4.46
C: 4.21 -3.62 4.84
N: -0.04 -1.94 3.50
H: 1.10 0.55 4.21
H: 2.57 -0.12 4.87
H: 0.96 -0.54 5.55
H: 1.82 -1.38 2.79
H: 1.77 -3.60 3.87
H: 1.61 -2.87 5.38
H: 5.25 -3.29 4.93
H: 4.12 -4.42 4.08
H: 3.81 -3.93 5.80
H: -0.62 -2.11 4.34
H: -0.06 -2.85 3.05
C: 3.25 0.22 0.78
C: 4.84 0.25 0.82
C: 5.33 1.53 1.50
O: 6.68 1.48 1.81
C: 7.04 2.48 2.71
N: 5.27 -0.99 1.50
H: 2.77 1.09 0.27
H: 2.82 0.22 1.82
H: 2.99 -0.68 0.30
H: 5.25 0.14 -0.21
H: 4.78 1.59 2.44
H: 5.06 2.45 0.89
H: 6.71 2.29 3.70
H: 6.58 3.46 2.45
H: 8.15 2.41 2.76
H: 6.28 -1.07 1.51
H: 4.90 -1.14 2.46
C: -0.89 0.79 -3.16
C: -1.03 2.03 -2.34
C: -1.23 3.30 -3.14
O: -2.41 3.16 -3.84
C: -2.60 4.03 -4.88
N: -2.12 1.77 -1.30
H: -1.84 0.48 -3.68
H: -0.67 -0.07 -2.51
H: -0.01 0.94 -3.83
H: -0.14 2.20 -1.75
H: -0.35 3.46 -3.85
H: -1.42 4.20 -2.51
H: -3.47 3.82 -5.48
H: -1.75 4.03 -5.58
H: -2.65 5.06 -4.44
H: -3.01 1.55 -1.82
H: -2.30 2.70 -0.87

Kohn-Sham gap (alpha / beta) in eV: 8.7 / 10.1
Electronic energy in Ha: -4341.2524
Expectation value of S²: 2.007
2S+1: 3
Total charge: 0